(1)
# C24H50BNO19S

A 6-piece molecular cluster, C24H50BNO19S overall in a non-equilibrium geometry (ωB97M-V with the def2-TZVPD basis set, the Open Molecules 2025 dataset).

## Properties
spin multiplicity	1
SMILES	CCC[C@@H]1C[C@H](B(O)N(C)C)COS1(=O)=O.COC(=O)OC.COC(=O)OC.COC(=O)OC.COC(=O)OC.COC(=O)OC
strongest force on any atom	1.287	eV/A
HOMO	-9.1	eV
gap between HOMO and LUMO	9.03	eV

Atoms and positions in Å:
C 0.637 4.298 2.508
C -0.305 4.480 1.298
C 0.379 4.361 -0.059
C 0.261 2.944 -0.599
C 1.280 2.007 0.041
C 1.452 0.632 -0.667
B 2.960 0.169 -0.539
O 3.452 -0.025 0.741
N 3.844 -0.072 -1.678
C 4.910 0.950 -1.717
C 4.492 -1.384 -1.532
C 0.895 0.606 -2.068
O 1.255 1.785 -2.814
S 0.316 2.994 -2.401
O 0.945 4.184 -2.840
O -1.018 2.811 -2.875
H 1.666 4.124 2.226
H 0.570 5.166 3.146
H 0.302 3.453 3.101
H -1.145 3.802 1.377
H -0.732 5.470 1.374
H 1.410 4.683 -0.015
H -0.105 5.046 -0.743
H -0.727 2.600 -0.328
H 0.931 1.810 1.044
H 2.238 2.509 0.108
H 0.853 -0.083 -0.102
H 2.710 -0.335 1.289
H 5.363 0.945 -2.700
H 4.530 1.938 -1.485
H 5.706 0.722 -1.009
H 5.154 -1.549 -2.372
H 5.107 -1.444 -0.634
H 3.756 -2.177 -1.472
H 1.196 -0.269 -2.618
H -0.191 0.572 -2.015
C -3.360 -0.412 -2.671
O -3.257 -1.566 -1.829
C -2.350 -2.458 -2.225
O -1.641 -2.367 -3.192
O -2.353 -3.467 -1.350
C -1.412 -4.503 -1.639
H -4.127 0.220 -2.233
H -2.419 0.133 -2.700
H -3.659 -0.697 -3.677
H -0.395 -4.115 -1.626
H -1.627 -4.962 -2.602
H -1.517 -5.249 -0.856
C -6.542 -7.218 1.992
O -5.685 -6.219 2.546
C -5.264 -5.307 1.664
O -5.546 -5.281 0.494
O -4.481 -4.443 2.304
C -3.954 -3.394 1.478
H -6.805 -7.885 2.807
H -7.446 -6.768 1.586
H -6.025 -7.781 1.217
H -4.757 -2.788 1.065
H -3.338 -3.798 0.684
H -3.339 -2.768 2.119
C 3.108 8.644 -0.118
O 4.036 8.894 0.942
C 3.917 8.071 1.982
O 3.118 7.175 2.086
O 4.834 8.409 2.889
C 4.821 7.602 4.068
H 3.317 9.379 -0.890
H 3.249 7.645 -0.526
H 2.085 8.767 0.230
H 5.026 6.561 3.824
H 3.864 7.685 4.581
H 5.608 7.983 4.711
C -2.337 0.869 2.952
O -3.333 1.805 2.548
C -4.407 1.252 1.980
O -4.550 0.075 1.778
O -5.255 2.221 1.647
C -6.449 1.763 1.006
H -1.513 1.442 3.371
H -2.720 0.190 3.712
H -1.973 0.303 2.095
H -7.009 1.102 1.663
H -6.213 1.253 0.074
H -7.042 2.647 0.792
C 4.755 -6.070 -2.146
O 3.343 -6.013 -1.924
C 2.732 -7.197 -1.976
O 3.260 -8.258 -2.184
O 1.430 -7.001 -1.756
C 0.642 -8.193 -1.782
H 5.119 -5.049 -2.077
H 5.239 -6.679 -1.386
H 4.972 -6.464 -3.136
H 0.964 -8.884 -1.005
H 0.701 -8.671 -2.758
H -0.383 -7.890 -1.592

Mulliken charges in e: atom 1 (C): -1.161, atom 2 (C): -0.438, atom 3 (C): -1.047, atom 4 (C): 0.422, atom 5 (C): -0.858, atom 6 (C): 0.008, atom 7 (B): 0.754, atom 8 (O): -0.553, atom 9 (N): -0.320, atom 10 (C): -1.093, atom 11 (C): -1.167, atom 12 (C): -0.379, atom 13 (O): -0.499, atom 14 (S): 1.327, atom 15 (O): -0.706, atom 16 (O): -0.664, atom 17 (H): 0.330, atom 18 (H): 0.378, atom 19 (H): 0.187, atom 20 (H): 0.172, atom 21 (H): 0.480, atom 22 (H): 0.501, atom 23 (H): 0.511, atom 24 (H): 0.093, atom 25 (H): 0.152, atom 26 (H): 0.393, atom 27 (H): 0.332, atom 28 (H): 0.311, atom 29 (H): 0.321, atom 30 (H): 0.341, atom 31 (H): 0.346, atom 32 (H): 0.339, atom 33 (H): 0.354, atom 34 (H): 0.369, atom 35 (H): 0.608, atom 36 (H): -0.173, atom 37 (C): -0.477, atom 38 (O): -0.194, atom 39 (C): 0.675, atom 40 (O): -0.596, atom 41 (O): -0.195, atom 42 (C): -0.788, atom 43 (H): 0.095, atom 44 (H): 0.185, atom 45 (H): 0.325, atom 46 (H): 0.358, atom 47 (H): 0.321, atom 48 (H): 0.231, atom 49 (C): -0.631, atom 50 (O): -0.342, atom 51 (C): 0.773, atom 52 (O): -0.546, atom 53 (O): -0.368, atom 54 (C): -0.021, atom 55 (H): 0.216, atom 56 (H): 0.291, atom 57 (H): 0.291, atom 58 (H): 0.274, atom 59 (H): -0.099, atom 60 (H): 0.238, atom 61 (C): -0.602, atom 62 (O): -0.325, atom 63 (C): 0.836, atom 64 (O): -0.535, atom 65 (O): -0.331, atom 66 (C): -0.607, atom 67 (H): 0.221, atom 68 (H): 0.281, atom 69 (H): 0.282, atom 70 (H): 0.284, atom 71 (H): 0.285, atom 72 (H): 0.213, atom 73 (C): -0.528, atom 74 (O): -0.325, atom 75 (C): 0.835, atom 76 (O): -0.526, atom 77 (O): -0.337, atom 78 (C): -0.553, atom 79 (H): 0.128, atom 80 (H): 0.392, atom 81 (H): 0.184, atom 82 (H): 0.295, atom 83 (H): 0.202, atom 84 (H): 0.225, atom 85 (C): -0.584, atom 86 (O): -0.223, atom 87 (C): 0.700, atom 88 (O): -0.547, atom 89 (O): -0.209, atom 90 (C): -0.671, atom 91 (H): 0.112, atom 92 (H): 0.313, atom 93 (H): 0.306, atom 94 (H): 0.322, atom 95 (H): 0.331, atom 96 (H): 0.168

=====

(2)
# C24H50Br22FGaNO

C24H50Br22FGaNO as an isolated structure in a non-equilibrium geometry (ωB97M-V with the def2-TZVPD basis set, the Open Molecules 2025 dataset).

## Properties
spin multiplicity	1
total charge	-1
strongest force on any atom	4.819	eV/A
HOMO	-4.7	eV
gap between HOMO and LUMO	6.04	eV

Atoms and positions in Å:
N 1.298 -4.179 5.337
Ga 0.793 -2.408 4.765
F 1.414 -2.210 3.046
C -1.215 -2.114 4.828
C -2.009 -3.287 4.935
O -3.013 -3.370 5.528
H 0.775 -4.404 6.166
H 2.257 -4.205 5.631
H 1.533 -1.305 5.679
H -1.470 -1.491 5.637
H -1.500 -1.616 3.942
H -1.637 -4.180 4.440
Br 2.560 1.994 6.593
C 1.872 2.526 4.855
C 0.423 2.925 4.924
Br -0.730 1.370 5.049
H 2.039 1.691 4.183
H 2.485 3.369 4.550
H 0.130 3.433 4.008
H 0.206 3.560 5.775
Br -1.429 -0.431 -0.399
C -1.167 -2.243 0.271
C -2.398 -3.078 0.067
Br -3.747 -2.559 1.369
H -0.883 -2.142 1.310
H -0.323 -2.639 -0.285
H -2.194 -4.130 0.244
H -2.836 -2.956 -0.919
Br 2.181 -1.589 -1.523
C 1.912 -0.007 -2.623
C 2.564 1.212 -2.031
Br 1.568 1.880 -0.510
H 0.839 0.102 -2.734
H 2.360 -0.236 -3.586
H 2.580 2.018 -2.758
H 3.572 1.017 -1.685
Br 6.458 0.046 -2.088
C 6.148 -1.580 -1.062
C 5.880 -1.278 0.385
Br 7.515 -0.793 1.330
H 7.019 -2.208 -1.206
H 5.278 -2.048 -1.514
H 5.496 -2.157 0.894
H 5.188 -0.456 0.518
Br -5.330 -5.246 -1.027
C -6.240 -3.539 -1.209
C -6.730 -3.316 -2.611
Br -5.268 -2.845 -3.811
H -5.539 -2.781 -0.879
H -7.076 -3.581 -0.517
H -7.416 -2.474 -2.643
H -7.211 -4.190 -3.032
Br -4.453 0.028 3.735
C -4.669 1.569 2.578
C -3.836 2.735 3.031
Br -4.604 3.627 4.583
H -5.727 1.800 2.548
H -4.340 1.238 1.596
H -3.792 3.495 2.256
H -2.833 2.436 3.313
Br -4.395 0.371 -9.582
C -4.730 -1.238 -8.539
C -4.752 -0.962 -7.062
Br -2.966 -0.696 -6.343
H -3.963 -1.950 -8.813
H -5.699 -1.600 -8.870
H -5.156 -1.816 -6.525
H -5.323 -0.077 -6.813
Br 5.776 2.705 4.173
C 6.348 4.548 3.971
C 5.333 5.515 4.514
Br 3.811 5.714 3.318
H 6.544 4.707 2.917
H 7.277 4.626 4.529
H 5.762 6.510 4.600
H 4.939 5.203 5.474
Br 7.750 3.211 -3.321
C 8.890 2.871 -1.784
C 9.776 4.042 -1.467
Br 11.260 4.198 -2.717
H 9.449 1.971 -2.007
H 8.211 2.675 -0.958
H 10.232 3.916 -0.490
H 9.243 4.984 -1.502
Br 3.325 4.136 -4.640
C 3.555 5.803 -3.666
C 3.069 5.706 -2.245
Br 1.132 5.741 -2.122
H 3.034 6.565 -4.232
H 4.623 6.001 -3.684
H 3.412 6.565 -1.676
H 3.391 4.794 -1.754
Br -10.059 -5.294 -4.475
C -10.337 -6.932 -3.463
C -10.367 -6.674 -1.982
Br -8.583 -6.343 -1.285
H -9.541 -7.610 -3.746
H -11.290 -7.327 -3.802
H -10.736 -7.548 -1.452
H -10.972 -5.813 -1.726

Mulliken atomic charge list, values in e, 99 entries: atom 1 (N): -0.525, atom 2 (Ga): 0.043, atom 3 (F): -0.468, atom 4 (C): -0.430, atom 5 (C): -0.219, atom 6 (O): -0.546, atom 7 (H): 0.172, atom 8 (H): 0.179, atom 9 (H): -0.175, atom 10 (H): 0.386, atom 11 (H): 0.177, atom 12 (H): 0.413, atom 13 (Br): -0.129, atom 14 (C): 0.014, atom 15 (C): -0.611, atom 16 (Br): -0.092, atom 17 (H): 0.385, atom 18 (H): -0.279, atom 19 (H): 0.357, atom 20 (H): 0.424, atom 21 (Br): -0.129, atom 22 (C): -0.248, atom 23 (C): -0.611, atom 24 (Br): -0.078, atom 25 (H): 0.166, atom 26 (H): 0.194, atom 27 (H): 0.424, atom 28 (H): 0.318, atom 29 (Br): -0.153, atom 30 (C): -0.628, atom 31 (C): 0.144, atom 32 (Br): -0.081, atom 33 (H): 0.417, atom 34 (H): 0.411, atom 35 (H): -0.117, atom 36 (H): 0.038, atom 37 (Br): -0.149, atom 38 (C): -0.472, atom 39 (C): -0.587, atom 40 (Br): -0.171, atom 41 (H): 0.439, atom 42 (H): 0.230, atom 43 (H): 0.396, atom 44 (H): 0.311, atom 45 (Br): -0.126, atom 46 (C): -0.860, atom 47 (C): -0.326, atom 48 (Br): -0.134, atom 49 (H): 0.413, atom 50 (H): 0.404, atom 51 (H): 0.400, atom 52 (H): 0.205, atom 53 (Br): -0.137, atom 54 (C): -0.506, atom 55 (C): -0.327, atom 56 (Br): -0.158, atom 57 (H): 0.391, atom 58 (H): 0.269, atom 59 (H): 0.370, atom 60 (H): 0.060, atom 61 (Br): -0.147, atom 62 (C): -0.618, atom 63 (C): -0.392, atom 64 (Br): -0.112, atom 65 (H): 0.381, atom 66 (H): 0.357, atom 67 (H): 0.112, atom 68 (H): 0.375, atom 69 (Br): -0.098, atom 70 (C): -0.588, atom 71 (C): -0.627, atom 72 (Br): -0.166, atom 73 (H): 0.369, atom 74 (H): 0.348, atom 75 (H): 0.366, atom 76 (H): 0.373, atom 77 (Br): -0.139, atom 78 (C): -0.617, atom 79 (C): -0.589, atom 80 (Br): -0.153, atom 81 (H): 0.387, atom 82 (H): 0.359, atom 83 (H): 0.371, atom 84 (H): 0.371, atom 85 (Br): -0.153, atom 86 (C): -0.526, atom 87 (C): -0.620, atom 88 (Br): -0.115, atom 89 (H): 0.379, atom 90 (H): 0.345, atom 91 (H): 0.373, atom 92 (H): 0.299, atom 93 (Br): -0.146, atom 94 (C): -0.583, atom 95 (C): -0.580, atom 96 (Br): -0.089, atom 97 (H): 0.366, atom 98 (H): 0.351, atom 99 (H): 0.322

=====

Sequential E output: -2851.89954; -59727.54363 a.u.